# 1
{
  "formula": "C38H53BrNP3Pb",
  "method": "wB97M-V/def2-TZVPD",
  "elements": ["N", "C", "C", "C", "C", "C", "C", "Pb", "P", "C", "C", "C", "C", "C", "C", "C", "Br", "H", "H", "H", "H", "H", "H", "H", "H", "H", "H", "P", "C", "C", "H", "H", "H", "H", "H", "C", "C", "H", "H", "H", "H", "H", "C", "C", "H", "H", "H", "H", "H", "C", "C", "H", "H", "H", "H", "H", "C", "C", "H", "H", "H", "H", "H", "C", "C", "H", "H", "H", "H", "H", "C", "P", "C", "C", "C", "C", "C", "C", "C", "C", "C", "C", "C", "C", "H", "H", "H", "H", "H", "H", "H", "H", "H", "H", "H", "H", "H"],
  "coordinates": [[3.154, 3.769, -2.469], [3.960, 3.148, -1.592], [4.242, 1.788, -1.675], [3.690, 1.027, -2.731], [2.825, 1.693, -3.633], [2.639, 3.070, -3.486], [3.869, -0.393, -2.760], [-0.237, -0.608, 0.133], [-1.976, -2.172, 1.622], [3.097, -1.263, -3.475], [2.340, -2.275, -2.774], [1.171, -2.809, -3.356], [0.322, -3.617, -2.603], [0.728, -3.998, -1.321], [1.842, -3.447, -0.683], [2.673, -2.603, -1.426], [-0.127, -5.494, -0.462], [4.637, -0.808, -2.099], [2.933, -1.168, -4.548], [4.836, 1.312, -0.888], [2.253, 1.161, -4.393], [4.407, 3.747, -0.792], [2.036, 3.627, -4.217], [0.940, -2.547, -4.391], [3.572, -2.188, -0.959], [-0.623, -3.974, -2.989], [2.065, -3.684, 0.360], [-1.895, 1.633, -0.991], [-0.728, -3.052, 2.659], [-0.833, -4.560, 2.859], [-0.775, -2.575, 3.652], [0.269, -2.796, 2.249], [-0.002, -4.881, 3.503], [-1.779, -4.855, 3.340], [-0.716, -5.109, 1.916], [-2.617, -3.215, 0.248], [-3.716, -4.236, 0.552], [-1.753, -3.721, -0.222], [-2.982, -2.480, -0.492], [-3.874, -4.851, -0.342], [-3.475, -4.910, 1.387], [-4.666, -3.730, 0.760], [-3.404, -1.773, 2.692], [-3.730, -2.731, 3.840], [-4.283, -1.690, 2.035], [-3.200, -0.761, 3.074], [-4.591, -2.343, 4.398], [-4.010, -3.730, 3.484], [-2.914, -2.835, 4.561], [-2.916, 2.875, -0.065], [-3.688, 2.275, 1.101], [-3.599, 3.355, -0.784], [-2.235, 3.661, 0.293], [-4.178, 3.075, 1.670], [-4.466, 1.587, 0.754], [-3.027, 1.732, 1.788], [-3.202, 0.823, -2.019], [-2.664, -0.175, -3.035], [-3.760, 1.631, -2.521], [-3.906, 0.336, -1.328], [-3.501, -0.653, -3.561], [-2.037, 0.319, -3.785], [-2.069, -0.975, -2.573], [-1.131, 2.722, -2.282], [-0.243, 3.818, -1.712], [-1.936, 3.148, -2.901], [-0.543, 2.061, -2.939], [0.169, 4.424, -2.528], [-0.791, 4.481, -1.036], [0.611, 3.398, -1.167], [1.875, 2.623, 1.807], [0.684, 1.357, 2.432], [1.839, 0.047, 3.033], [2.906, -0.387, 2.226], [3.706, -1.452, 2.643], [3.426, -2.115, 3.843], [2.336, -1.717, 4.622], [1.542, -0.650, 4.214], [0.296, 2.158, 4.054], [-1.028, 2.557, 4.326], [-1.311, 3.232, 5.518], [-0.297, 3.545, 6.429], [1.013, 3.158, 6.144], [1.315, 2.471, 4.969], [2.776, 2.665, 2.434], [1.388, 3.612, 1.834], [2.160, 2.409, 0.769], [3.103, 0.094, 1.258], [4.551, -1.761, 2.029], [4.063, -2.934, 4.179], [2.107, -2.233, 5.555], [0.674, -0.353, 4.820], [-1.813, 2.317, 3.601], [-2.340, 3.524, 5.736], [-0.538, 4.089, 7.348], [1.805, 3.396, 6.856], [2.349, 2.173, 4.765]],
  "mulliken_charge": [-0.508, -0.703, -0.266, 0.490, -0.163, -0.653, -0.579, 1.200, 0.554, -0.864, 0.764, -0.825, -0.388, 0.334, -0.606, -0.290, -0.105, 0.771, 0.604, 0.454, 0.386, 0.402, 0.464, 0.406, 0.182, 0.519, 0.368, 0.589, 0.325, -1.125, 0.349, -0.303, 0.427, 0.274, -0.018, 0.599, -1.395, -0.702, 0.385, 0.431, 0.247, 0.363, -0.538, -1.287, 0.488, 0.380, 0.428, 0.267, 0.295, -0.773, -1.047, 0.531, 0.365, 0.454, 0.344, -0.025, -0.639, -1.209, 0.507, 0.339, 0.422, 0.334, 0.193, -0.581, -1.202, 0.499, 0.249, 0.379, 0.387, 0.168, -1.216, 1.287, -0.015, -0.011, -0.573, -0.588, -0.653, -0.854, -0.106, -0.219, -0.483, -0.584, -0.716, -0.207, 0.480, 0.536, 0.078, 0.198, 0.458, 0.424, 0.459, 0.454, 0.204, 0.424, 0.399, 0.409, 0.291],
  "homo_ev": -12.2527,
  "charge": 2,
  "homo_lumo_gap_ev": 5.6,
  "lumo_energy_ev": -6.65
}

***

# 2
{
  "formula": "C38H54AsBrKN3O2SSi",
  "method": "wB97M-V/def2-TZVPD",
  "elements": ["K", "S", "C", "C", "C", "C", "C", "C", "As", "C", "C", "C", "C", "C", "C", "C", "C", "C", "C", "C", "C", "H", "H", "H", "H", "H", "H", "H", "H", "H", "H", "H", "H", "H", "H", "C", "N", "C", "C", "C", "N", "C", "O", "N", "H", "H", "H", "H", "H", "H", "H", "C", "O", "C", "C", "H", "H", "H", "H", "H", "H", "C", "C", "C", "C", "Si", "Br", "C", "C", "C", "C", "C", "C", "C", "C", "H", "H", "H", "H", "H", "H", "H", "H", "H", "H", "H", "H", "H", "H", "H", "H", "H", "H", "H", "H", "H", "H", "H", "H", "H", "H", "H"],
  "coordinates": [[-1.405, -0.413, -0.797], [-3.144, -3.415, -1.109], [-2.334, -4.935, -1.367], [-2.945, -6.148, -0.986], [-2.329, -7.371, -1.175], [-1.064, -7.446, -1.753], [-0.437, -6.267, -2.131], [-1.049, -5.031, -1.947], [-0.202, -3.348, -2.422], [1.668, -3.966, -2.486], [2.473, -3.920, -3.619], [3.832, -4.207, -3.538], [4.403, -4.545, -2.320], [3.606, -4.599, -1.181], [2.252, -4.310, -1.263], [-0.534, -3.342, -4.360], [-0.330, -2.138, -5.033], [-0.523, -2.055, -6.406], [-0.936, -3.171, -7.121], [-1.161, -4.368, -6.455], [-0.962, -4.452, -5.082], [-3.927, -6.096, -0.531], [-2.838, -8.278, -0.864], [-0.575, -8.402, -1.901], [0.553, -6.308, -2.572], [2.042, -3.647, -4.575], [4.445, -4.161, -4.431], [5.464, -4.760, -2.255], [4.041, -4.848, -0.220], [1.636, -4.333, -0.369], [-0.025, -1.255, -4.479], [-0.362, -1.111, -6.914], [-1.095, -3.105, -8.192], [-1.498, -5.240, -7.004], [-1.147, -5.386, -4.565], [3.086, 0.367, 2.309], [2.184, -0.729, 2.081], [2.429, -1.938, 2.759], [1.554, -3.007, 2.507], [0.583, -2.843, 1.548], [0.407, -1.683, 0.846], [1.184, -0.627, 1.119], [1.043, 0.461, 0.507], [-0.254, -3.878, 1.130], [3.061, 0.678, 3.360], [2.789, 1.204, 1.684], [4.114, 0.073, 2.064], [3.079, -1.876, 3.621], [1.666, -3.945, 3.035], [-0.428, -4.594, 1.818], [-1.107, -3.557, 0.678], [2.931, -0.719, -1.810], [1.776, -0.582, -2.687], [1.206, 0.554, -2.959], [1.840, 1.741, -2.318], [2.741, -0.201, -0.874], [3.815, -0.314, -2.305], [3.048, -1.785, -1.648], [2.933, 1.757, -2.402], [1.591, 1.691, -1.247], [1.419, 2.653, -2.734], [-0.921, 1.876, 3.092], [-0.583, 3.222, 3.748], [-1.182, 3.287, 5.163], [0.942, 3.291, 3.948], [-1.188, 4.738, 2.726], [-2.915, 2.466, -0.375], [-3.118, 5.000, 2.810], [-3.383, 5.879, 4.048], [-3.929, 3.703, 2.948], [-3.681, 5.743, 1.596], [-0.132, 5.079, 1.130], [1.046, 5.976, 1.547], [-0.906, 5.808, 0.027], [0.437, 3.795, 0.504], [-0.479, 1.062, 3.682], [-0.515, 1.802, 2.082], [-1.995, 1.704, 3.025], [-0.843, 2.413, 5.734], [-2.270, 3.280, 5.176], [-0.845, 4.184, 5.690], [1.235, 2.581, 4.731], [1.277, 4.285, 4.259], [1.477, 3.006, 3.047], [-3.031, 5.415, 4.971], [-4.464, 6.046, 4.148], [-2.894, 6.852, 3.959], [-3.672, 3.131, 3.839], [-3.806, 3.067, 2.071], [-4.992, 3.967, 3.028], [-3.207, 6.717, 1.454], [-4.752, 5.918, 1.764], [-3.582, 5.151, 0.687], [0.701, 6.940, 1.928], [1.683, 6.159, 0.672], [1.665, 5.511, 2.317], [-1.332, 6.752, 0.373], [-1.694, 5.179, -0.385], [-0.206, 6.040, -0.787], [1.165, 3.301, 1.143], [0.956, 4.064, -0.425], [-0.346, 3.083, 0.245]],
  "mulliken_charge": [0.754, -0.488, -0.052, -0.660, -0.432, -0.745, 0.079, -0.375, 0.642, 0.418, -0.284, -0.638, -0.529, -0.584, -0.434, -0.150, -0.023, -0.691, -0.373, -0.738, -0.122, 0.360, 0.328, 0.360, 0.408, 0.317, 0.356, 0.324, 0.411, 0.507, 0.447, 0.407, 0.339, 0.376, 0.313, -1.182, 0.668, -0.672, -0.845, -0.172, 0.336, -0.503, -0.480, -0.113, 0.365, 0.138, 0.391, 0.306, 0.335, 0.212, 0.158, 0.075, 0.156, -0.443, -0.195, 0.032, 0.391, -0.227, 0.330, -0.199, 0.344, -1.776, 2.927, -2.081, -1.736, -1.669, -0.822, 2.498, -1.807, -1.516, -1.918, 3.448, -2.020, -2.016, -2.240, 0.545, 0.173, 0.282, 0.515, 0.385, 0.370, 0.536, 0.266, 0.231, 0.279, 0.479, 0.358, 0.307, 0.064, 0.534, 0.330, 0.540, 0.247, 0.396, 0.475, 0.319, 0.417, 0.252, 0.510, 0.042, 0.670, 0.175],
  "e_above_lowest_kj_mol": 0.0,
  "homo_ev": [-2.0026, 0.1075],
  "charge": -2,
  "homo_lumo_gap_ev": [6.1, 3.8],
  "lumo_energy_ev": [4.11, 3.91]
}

***

In order of appearance, E = -5324.907073 -7892.556433 hartree.